C5H9NO | the ωB97M-V functional and the def2-TZVPD basis

Its highest occupied orbital energy is -0.307 hartree. The total energy is -8867.6392 eV. Its SMILES is Cc1cc[nH]c1.O. For the LUMO energy, the calculation gives 0.0297 Eh. The calculation puts the energy above the lowest of the compared OMol25 structures with the same formula, charge and spin at 151.82 kJ/mol.

Cartesian coordinates (Å):
C1 -2.3526 0.3034 -0.8762
C2 -0.9382 -0.2619 -0.7586
C3 0.3286 0.1539 -1.3571
C4 1.2985 -0.4544 -0.6220
N1 0.7456 -0.9470 0.5413
C5 -0.6269 -1.0383 0.3378
H1 -2.9363 -0.1055 -0.0589
H2 -2.2033 1.3776 -0.7412
H3 -2.7978 0.0883 -1.8466
H4 0.4445 0.5639 -2.3464
H5 2.3252 -0.7466 -0.7857
H6 1.2374 -1.6904 1.0116
H7 -1.3294 -1.2364 1.1340
O1 2.4794 1.5228 1.8215
H8 2.1267 0.6306 1.8649
H9 2.1988 1.8400 2.6818

Cartesian forces, eV/Å:
1.6021 -0.1499 -0.5290
0.1055 0.0910 1.0128
-0.9775 -1.3591 -0.4135
0.3233 0.2440 0.6318
-0.1205 -1.7239 -0.6477
-0.2478 1.9577 0.0418
-0.3029 0.0663 -0.0990
-0.5866 0.0102 -0.0990
-0.2066 0.1459 0.0710
0.0979 0.2849 0.0903
0.1120 0.7403 -0.2838
0.0136 -0.0256 0.1317
0.2256 -0.3673 0.1021
-0.0595 -0.1604 0.3469
-0.0921 -0.2901 -0.5403
0.1136 0.5359 0.1841

C5H9NO | the ωB97M-V functional and the def2-TZVPD basis

Its highest occupied orbital energy is -0.395 hartree. The total energy is -8868.1503 eV. Its SMILES is C[C@H](C#N)CCO. For the LUMO energy, the calculation gives 0.0279 Eh. The calculation puts the energy above the lowest of the compared OMol25 structures with the same formula, charge and spin at 102.50 kJ/mol.

Cartesian coordinates (Å):
C1 0.5474 -1.9380 0.5030
C2 0.5618 -0.4204 0.2899
C3 1.2187 0.2677 1.4128
N1 1.7332 0.8092 2.2973
C4 -0.8559 0.1333 0.0571
C5 -0.8612 1.4258 -0.7451
O1 -0.1150 1.2042 -1.9294
H1 0.1958 -2.4179 -0.4160
H2 -0.1298 -2.2156 1.3171
H3 1.5443 -2.3228 0.7343
H4 1.1495 -0.1933 -0.6066
H5 -1.4252 -0.6240 -0.4936
H6 -1.3686 0.2959 1.0126
H7 -0.4304 2.2443 -0.1503
H8 -1.9013 1.6939 -0.9847
H9 0.1367 2.0578 -2.2983

Cartesian forces, eV/Å:
0.0024 -0.0958 0.0213
0.0100 -0.0108 -0.0438
0.4250 0.4811 0.7155
-0.5194 -0.5103 -0.8439
-0.0815 -0.0126 -0.0206
-0.2054 0.0528 0.3709
0.0827 0.2377 -0.2128
0.0439 0.0544 0.1542
0.1104 0.0535 -0.0811
-0.1344 0.0715 -0.0233
-0.0375 -0.0597 0.1480
0.0972 0.0806 0.0258
0.0649 -0.0581 -0.1461
0.0081 -0.1299 -0.0924
0.1816 -0.0051 0.0496
-0.0480 -0.1491 -0.0213

C5H9NO | the ωB97M-V functional and the def2-TZVPD basis

Its highest occupied orbital energy is -0.320 hartree. The total energy is -8865.5458 eV. For the LUMO energy, the calculation gives 0.0266 Eh. The calculation puts the energy above the lowest of the compared OMol25 structures with the same formula, charge and spin at 353.80 kJ/mol.

Cartesian coordinates (Å):
C1 -1.8961 0.2047 0.0284
C2 -0.4622 0.6857 0.2847
C3 0.6254 0.2923 -0.7101
O1 0.4490 0.9061 -1.9205
C4 1.7923 -0.3671 -0.6245
C5 1.9796 -0.8670 2.0985
N1 0.9765 -1.4671 1.9292
H1 -2.0222 -0.8569 0.2657
H2 -2.5947 0.7663 0.6607
H3 -2.2012 0.3471 -1.0137
H4 -0.1811 0.4689 1.3153
H5 -0.4671 1.7878 0.2280
H6 0.2315 -1.7473 1.3163
H7 -0.2852 1.5248 -1.8684
H8 2.5464 -0.1051 -1.3481
H9 2.0572 -1.1923 -0.0123

Cartesian forces, eV/Å:
-0.0132 -0.0776 -0.0766
0.1033 -0.0263 0.0505
0.2291 -0.0159 0.0764
-0.1801 0.4850 -0.2522
-0.2874 0.1766 -0.4406
-0.9045 -0.6952 0.6255
0.8044 0.3945 0.2941
0.0509 0.0906 -0.0782
0.1541 -0.1249 -0.1331
0.0503 -0.0324 0.1227
0.0613 -0.0005 -0.2653
0.0523 -0.1807 0.0193
0.0411 -0.1518 0.2379
-0.0027 0.1540 -0.0224
-0.1765 -0.2094 -0.6165
0.0176 0.2140 0.4586

C5H9NO | the ωB97M-V functional and the def2-TZVPD basis

Its highest occupied orbital energy is -0.349 hartree. The total energy is -8867.3789 eV. Its SMILES is CC1(C)NCC1=O. For the LUMO energy, the calculation gives 0.0348 Eh. The calculation puts the energy above the lowest of the compared OMol25 structures with the same formula, charge and spin at 176.92 kJ/mol.

Cartesian coordinates (Å):
C1 1.5639 -0.7689 -0.3813
C2 0.2772 -0.0287 -0.0380
C3 0.3962 1.4323 -0.4527
N1 -0.9243 -0.6510 -0.6539
C4 -1.8018 -0.2327 0.4582
C5 -0.5266 -0.1155 1.3495
O1 -0.2891 -0.3344 2.5027
H1 2.4260 -0.3672 0.1597
H2 1.7482 -0.6393 -1.4574
H3 1.4925 -1.8435 -0.1876
H4 1.2525 1.9010 0.0351
H5 -0.4945 2.0007 -0.1887
H6 0.5294 1.5055 -1.5321
H7 -0.8003 -1.6590 -0.5628
H8 -2.2518 0.7342 0.2226
H9 -2.5977 -0.9334 0.7268

Cartesian forces, eV/Å:
-0.0752 -0.0148 0.1874
0.1955 0.0374 0.4133
-0.0386 0.1086 0.0297
-0.0636 -0.1445 -0.2271
-0.1758 0.1156 0.2993
0.1295 -0.4965 -0.3980
0.0231 0.2892 -0.7777
-0.1721 -0.0651 -0.0268
-0.0336 -0.0114 0.2498
-0.0014 0.1216 0.1079
-0.0291 -0.0337 0.0313
0.0059 0.0581 -0.0084
0.0142 -0.0721 -0.0346
-0.0274 0.1153 -0.1767
-0.0010 -0.0645 0.1818
0.2494 0.0567 0.1489